Computed, not measured: C35H22F5NO2PTi as an isolated structure in a non-equilibrium geometry, with ωB97M-V with the def2-TZVPD basis set.

## Properties
2S+1: 2
LUMO level (alpha / beta): -0.811 / -0.955 eV
Energy above the lowest of the compared OMol25 structures with the same formula, charge and spin: 22.3 kcal per mole
HOMO level (alpha / beta): -6.9 / -8.6 eV
Electronic energy: -88229.2671 eV

Each line ends with the natural charge from an NBO analysis.
Atoms and positions in Å:
Ti  -0.12  0.25  -0.17  1.373
O  2.27  0.77  -3.07  -0.586
C  1.86  0.21  -2.08  0.807
O  1.34  0.78  -1.05  -0.756
C  1.93  -1.34  -1.96  -0.818
P  0.23  -1.87  -1.48  0.950
C  0.45  -3.56  -0.83  -0.371
C  -0.09  -3.85  0.42  -0.175
C  0.14  -5.08  1.00  -0.212
C  0.92  -6.02  0.35  -0.190
C  1.45  -5.74  -0.90  -0.231
C  1.22  -4.51  -1.49  -0.128
C  -0.61  -2.07  -3.09  -0.368
C  -0.27  -1.28  -4.19  -0.159
C  -1.03  -1.34  -5.35  -0.207
C  -2.13  -2.18  -5.42  -0.203
C  -2.48  -2.95  -4.32  -0.210
C  -1.74  -2.89  -3.16  -0.201
H  2.61  -1.58  -1.15  0.262
H  2.30  -1.77  -2.90  0.253
H  -0.70  -3.10  0.92  0.239
H  -0.28  -5.30  1.97  0.219
H  1.11  -6.98  0.81  0.216
H  2.06  -6.47  -1.41  0.217
H  1.62  -4.28  -2.47  0.209
H  0.57  -0.61  -4.16  0.229
H  -0.76  -0.73  -6.20  0.219
H  -2.73  -2.21  -6.32  0.217
H  -3.35  -3.59  -4.37  0.219
H  -2.02  -3.47  -2.30  0.220
C  1.63  -2.12  3.13  -0.207
C  0.64  -1.85  4.08  -0.228
C  -0.38  -0.98  3.78  -0.171
C  -0.42  -0.37  2.52  -0.139
C  0.53  -0.68  1.52  -0.409
C  1.55  -1.56  1.87  -0.149
C  -1.32  0.72  2.20  0.276
C  -2.44  1.08  2.96  -0.246
C  -3.21  2.15  2.60  -0.089
C  -2.85  2.92  1.46  -0.120
C  -3.59  4.02  1.00  -0.172
C  -3.17  4.74  -0.09  -0.203
C  -1.99  4.40  -0.75  -0.176
C  -1.25  3.31  -0.34  -0.228
C  -1.68  2.54  0.75  0.260
N  -0.98  1.43  1.09  -0.569
H  2.44  -2.77  3.40  0.211
H  0.70  -2.30  5.06  0.214
H  -1.13  -0.76  4.53  0.204
H  2.34  -1.80  1.16  0.188
H  -2.71  0.49  3.82  0.228
H  -4.09  2.42  3.17  0.222
H  -4.49  4.29  1.54  0.216
H  -3.75  5.58  -0.44  0.220
H  -1.65  4.99  -1.59  0.226
H  -0.31  3.05  -0.83  0.237
F  -2.94  -1.45  0.66  -0.326
C  -3.10  -0.78  -0.51  0.278
C  -2.01  -0.02  -0.92  -0.500
C  -2.16  0.62  -2.15  0.289
F  -1.04  1.27  -2.59  -0.317
C  -3.30  0.56  -2.93  0.275
F  -3.40  1.18  -4.11  -0.293
C  -4.37  -0.20  -2.46  0.258
F  -5.49  -0.31  -3.19  -0.294
C  -4.27  -0.89  -1.24  0.306
F  -5.29  -1.64  -0.81  -0.304